1.
C36H72O36 | ωB97M-V with the def2-TZVPD basis set

Computed properties:
Electronic energy, eV: -112192.580
Energy above the lowest of the compared OMol25 structures with the same formula, charge and spin, eV: 1.5480
Expectation value of S²: 0.7561
LUMO energy (spin up / spin down), eV: -2.18 / -9.94
HOMO energy (spin up / spin down), eV: -12.20 / -12.20
Multiplicity: 2
Charge: +1
HOMO-LUMO gap (spin up / spin down), eV: 10.0210 / 2.2622

```
144
Properties=species:S:1:pos:R:3:forces:R:3:mulliken_spin:R:1
O -3.86527 -8.42618 0.90922 4.139 2.555 1.249 0.000
O -3.00270 4.49645 0.93658 1.187 -2.904 0.162 0.024
O 0.16525 1.92654 -3.70961 0.670 2.899 0.547 0.064
O -3.96046 -3.08795 -1.10285 0.011 0.036 -0.357 0.001
O -4.11944 -0.27407 4.65165 1.649 0.650 0.530 0.000
O 2.45657 6.41794 -3.29209 -0.018 0.076 0.138 0.000
O 0.56733 -6.38248 3.77584 -1.690 -0.910 0.291 0.000
O 0.49209 0.97398 -0.25508 -1.408 0.429 0.153 0.289
O -3.25348 -3.13821 -3.13210 -0.030 -0.678 0.300 0.000
O -3.57744 -4.85800 3.10792 -1.046 0.223 -3.238 0.000
O 2.90062 5.82907 -5.45533 -0.770 1.259 1.638 0.000
O 5.40138 -1.03465 -5.85825 -1.592 0.234 -0.076 0.000
O -2.72831 -1.31020 -1.83112 -0.881 -2.265 -0.850 0.001
O 4.08183 -0.40820 -4.19418 -0.062 -0.721 -1.529 0.006
O -1.75117 6.98518 0.23418 3.732 -0.775 0.851 0.001
O 1.15293 0.91096 -5.48288 -0.711 2.560 1.936 0.035
O -5.62113 -1.55570 5.48109 0.443 -0.284 -0.482 0.000
O -5.39273 -1.47282 3.21391 0.307 0.139 -0.127 0.000
O 4.11960 3.03466 -0.95013 1.635 1.274 -0.173 0.231
O -2.22411 -7.54728 2.41661 -0.518 1.350 -3.011 0.000
O -0.23263 -6.85961 5.76847 1.210 1.207 -1.712 0.000
O 1.90269 -5.87390 5.53058 -2.365 -1.004 -0.747 0.000
O -4.13878 -5.37000 5.20151 0.122 -0.246 -0.061 0.000
O 1.37848 -1.06376 -0.76834 -1.836 1.311 1.341 0.046
O -0.69553 -0.89256 0.40164 2.909 3.269 -1.952 0.030
O -1.93845 3.27944 2.44199 2.117 -0.717 4.592 0.002
O -2.20307 -4.41486 4.71560 0.924 0.551 2.019 0.000
O 0.42718 7.62176 0.59322 -0.155 0.942 0.794 0.000
O -0.08940 5.45758 0.67018 -2.135 0.351 -0.102 0.000
O 5.36718 4.50111 0.26025 -0.249 0.348 1.441 0.014
O 5.94817 0.79380 -4.65723 -0.524 0.908 -0.333 0.002
O -2.21020 -7.04763 0.25253 -1.911 -1.034 -2.584 0.000
O 5.89711 4.21839 -1.77825 0.383 -0.031 0.549 0.024
O 4.15300 7.29808 -4.28788 -1.638 1.012 0.366 0.000
O 1.85185 2.91318 -4.62183 -0.516 -0.717 0.756 -0.005
O -2.19807 2.27279 0.67026 -0.458 0.922 0.799 0.047
C -3.24566 0.26420 3.64688 -1.030 0.820 -1.185 0.000
C 1.24028 5.06139 0.74483 1.549 0.733 0.069 -0.002
C 0.49604 -0.40597 -0.24354 -0.828 -3.259 -0.103 -0.039
C 3.06989 6.48506 -4.42975 2.879 -0.723 -2.667 0.000
C -2.87405 -2.57959 -4.37216 -0.401 0.752 -1.037 0.000
C -1.21895 -3.79493 3.91468 0.298 -0.950 -1.056 0.000
C -1.07011 -6.29906 0.32158 1.213 0.514 1.579 0.000
C 5.06966 3.86659 -0.84206 -1.744 -1.708 0.529 -0.034
C -4.82883 -5.30783 2.49136 -0.547 0.249 1.143 0.000
C -3.37865 -4.94910 4.37427 -0.155 0.573 1.402 0.000
C -5.06756 -1.12343 4.32182 -1.027 -1.178 0.546 0.000
C -2.82996 -7.74359 1.14992 -2.949 -2.081 2.354 0.000
C 1.03620 1.86663 -4.68921 2.009 -3.023 -3.119 -0.007
C -0.02779 -6.94524 7.15759 1.490 -0.630 1.578 0.000
C 4.01157 -0.06159 -2.80558 0.287 0.740 -1.196 0.011
C 1.46606 1.69838 -0.93572 0.113 -0.212 -0.695 0.109
C 5.14202 -0.05232 -4.95052 1.860 -2.248 1.199 -0.001
C 6.45956 -0.88949 -6.81871 0.750 1.737 0.681 0.000
C -2.74453 -8.18075 3.53244 -0.563 -2.556 0.907 0.000
C 4.72528 7.78721 -5.52951 0.082 -1.670 0.225 0.000
C -4.33288 -2.46890 0.13133 0.298 0.895 0.837 0.000
C 1.40719 -5.88313 2.78248 0.934 1.263 0.184 0.000
C 0.85781 -6.32760 5.05998 0.836 0.368 1.915 0.000
C -2.72527 2.14154 -0.60655 0.532 0.223 -1.347 0.005
C 1.46346 5.43422 -3.09582 -1.668 1.115 1.814 0.003
C -1.98039 4.31528 3.40275 0.653 1.098 0.264 0.000
C -0.84246 -2.26294 0.77180 0.422 0.171 0.585 -0.001
C -3.25626 -2.42199 -2.02933 0.407 2.483 1.263 0.000
C -0.84398 1.03130 -3.58987 -1.960 -2.547 0.926 0.005
C 0.06337 9.02213 0.83899 -0.634 0.121 -0.572 0.000
C 6.04547 3.43763 -2.95429 -0.792 0.483 -2.086 0.002
C 4.86445 4.10084 1.56827 -0.228 -0.145 0.965 -0.003
C -6.75105 -2.47032 5.44910 -0.578 1.230 -0.900 0.000
C -0.56187 6.74391 0.47607 -2.275 -0.028 -0.469 0.000
C 2.89048 3.08313 -5.57859 0.526 0.084 -1.349 -0.002
C -2.42098 3.47346 1.32030 -2.913 1.769 -4.422 -0.005
H -3.80532 1.03474 3.11664 -0.287 -0.224 -0.408 0.000
H 1.86334 4.56807 -2.56858 0.101 -0.205 -0.734 -0.003
H -1.35702 3.95117 4.21941 -0.663 -0.023 0.257 0.000
H 2.39064 1.59789 -0.36727 0.957 -0.063 0.159 0.073
H 4.92478 3.02740 1.74765 0.120 0.052 -0.470 0.000
H 2.45553 -6.00466 3.05506 0.041 -0.787 -0.441 0.000
H 1.89392 5.89013 1.01695 0.066 0.204 -0.460 0.000
H -7.06374 -2.67358 4.42489 0.467 -0.227 -0.100 0.000
H -2.31384 -7.86562 4.48286 0.413 0.567 -0.518 0.000
H -3.82533 -8.19722 3.67286 -0.142 0.544 -0.550 0.000
H 1.66876 1.33233 -1.94221 0.279 -0.922 -0.106 0.028
H 6.41815 4.12272 -3.71579 0.397 0.101 0.292 0.000
H 0.30236 -6.02811 7.64542 0.006 0.251 -0.492 0.000
H -5.73396 -5.01569 3.02379 0.383 0.380 0.831 0.000
H 1.03969 -6.25859 1.82745 0.597 -0.314 0.363 0.000
H 0.75755 -7.68539 7.31099 0.258 0.078 0.181 0.000
H 1.53738 4.61894 -0.20600 0.182 0.204 -0.032 0.000
H 3.88923 4.44323 1.91445 -0.669 -0.004 -1.421 0.000
H -0.57844 9.39740 0.04190 0.572 -0.090 -0.511 0.000
H 0.70446 5.28204 -3.86318 0.959 -0.370 -0.633 0.000
H -1.22309 -2.91921 -0.01084 0.476 0.222 -0.321 0.003
H 3.83563 1.01411 -2.80278 0.086 0.117 0.663 -0.011
H -2.22163 2.89312 -1.21448 -0.253 0.251 -0.459 0.009
H 0.99188 9.57990 0.96091 -0.130 -0.275 -0.268 0.000
H 1.30540 2.75550 -1.14734 -1.026 -0.089 1.076 0.027
H 7.38681 -0.69194 -6.28086 0.172 -0.555 0.117 0.000
H -1.22879 -2.70857 3.82622 -1.173 0.092 -0.150 0.000
H -7.56769 -1.85501 5.82671 -0.068 -0.431 0.532 0.000
H -6.59780 -3.39848 5.99967 0.417 0.398 0.074 0.000
H -1.65034 1.37924 -2.94427 0.323 0.710 -0.142 0.005
H -2.90004 -0.46167 2.91084 -0.137 -0.239 0.252 0.000
H 3.29898 2.22563 -6.11330 -0.662 -0.797 0.624 0.001
H 5.06253 3.20322 -3.36292 0.039 -0.628 0.386 -0.004
H -2.99449 4.64402 3.62998 -0.007 -0.540 0.284 0.000
H -4.23483 -1.38502 0.19217 0.075 0.118 -0.859 0.000
H 6.35614 0.04603 -7.36845 -0.491 -0.139 -0.338 0.000
H -0.84163 -7.32003 7.77832 -0.736 0.107 -1.063 0.000
H 3.74741 3.52335 -5.06872 -0.477 0.355 -0.092 0.000
H 5.33706 8.66879 -5.33809 -0.196 -0.262 0.206 0.000
H -0.20238 -6.94852 0.43708 0.085 -0.005 -0.084 0.000
H 1.34770 -4.79566 2.73801 -0.429 0.321 0.024 0.000
H 5.40243 4.59880 2.37494 1.129 0.015 -0.755 0.000
H 6.55903 -1.73315 -7.50168 -0.541 -0.059 0.512 0.000
H -0.94657 -5.69876 -0.57979 -0.343 -0.096 0.074 0.000
H -2.40630 0.87018 3.98800 -0.032 -0.748 1.109 0.000
H -2.47202 -9.22450 3.37616 -0.130 -0.337 0.557 0.000
H -0.20693 -3.91529 4.30124 -0.251 -0.705 0.731 0.000
H -1.18565 -5.70749 1.22976 0.580 0.540 -0.105 0.000
H -4.97061 -4.75658 1.56178 0.787 -0.756 -0.265 0.000
H -3.80213 2.28827 -0.68978 -0.019 -0.062 0.234 0.007
H -1.23252 -4.34992 2.97665 0.149 0.655 -0.443 0.000
H 2.46939 3.70670 -6.36723 0.441 0.319 0.284 0.000
H -1.48380 5.21665 3.04354 0.066 -0.075 -0.411 0.000
H 3.15097 -0.60810 -2.41983 0.277 0.011 0.056 0.001
H 0.87685 5.98443 -2.36011 -0.330 -0.418 0.475 0.000
H -5.37648 -2.67210 0.37159 0.187 -0.422 -0.274 0.000
H -0.44285 0.18761 -3.02827 -0.143 -0.657 -0.260 0.005
H -3.68138 -2.78050 0.94776 -0.142 -0.627 -0.095 0.000
H -1.60955 -2.23112 1.54553 0.156 0.013 -0.001 -0.001
H 5.29683 6.89778 -5.79473 0.574 0.602 -0.866 0.000
H 0.11145 -2.54604 1.21677 -0.128 -0.659 -0.186 0.004
H 6.72002 2.58210 -2.92033 -0.296 0.059 0.684 0.001
H -4.89053 -6.39547 2.52791 0.409 0.081 -0.812 0.000
H -1.83801 -2.24740 -4.43833 -0.044 -0.097 0.307 0.000
H -2.40431 1.17053 -0.98367 -0.392 -0.134 0.251 -0.005
H 1.46826 4.33805 1.52770 -0.919 -0.316 0.141 0.001
H -3.55642 -1.77029 -4.63198 0.193 0.423 0.332 0.000
H -1.33497 0.68188 -4.49813 0.591 0.095 -0.285 0.002
H 4.95720 -0.31264 -2.32511 -0.168 0.023 0.210 0.001
H -0.59112 9.22483 1.68674 0.323 -0.909 0.551 0.000
H 3.97000 7.95050 -6.29827 -0.019 0.151 0.235 0.000
H -3.09386 -3.29352 -5.16594 0.335 -0.472 0.466 0.000
```
Positions in Å, forces in eV/Å.

2.
C34H39As4F6KPS7 | ωB97M-V with the def2-TZVPD basis set

Computed properties:
Electronic energy, eV: -397021.660
Energy above the lowest of the compared OMol25 structures with the same formula, charge and spin, eV: 0.0000
Expectation value of S²: 0.7748
LUMO energy (spin up / spin down), eV: 3.70 / 2.89
HOMO energy (spin up / spin down), eV: -2.22 / -2.22
Multiplicity: 2
Charge: -2
HOMO-LUMO gap (spin up / spin down), eV: 5.9240 / 5.1149

```
92
Properties=species:S:1:pos:R:3:forces:R:3:mulliken_spin:R:1
As -1.65157 -0.94768 2.70133 -0.182 -0.350 0.069 -0.005
As 1.52878 -1.63569 2.12437 -0.154 -0.178 0.200 0.000
As 2.45647 1.74330 -0.79078 0.220 0.074 -0.200 0.001
As -1.73183 -3.45885 -2.23298 0.142 0.248 -0.039 0.000
K -0.27673 0.00429 -0.08507 0.033 -0.949 -1.042 0.033
S 2.20173 -1.32559 -1.62319 0.210 0.005 -0.078 0.000
S -2.86936 0.15327 -4.37901 0.154 -0.028 -0.047 0.359
S -1.02357 -3.22024 -0.28895 -0.122 -0.045 0.128 -0.001
S -3.79796 0.78546 -1.00598 0.191 -0.154 -0.109 0.347
S -4.90446 3.22549 -2.15196 -0.045 0.097 0.198 -0.029
S -4.19233 2.70008 -4.85266 0.021 0.063 -0.169 -0.028
S -5.70818 5.18814 -4.23992 0.044 -0.055 0.009 0.105
P -0.10665 2.80829 2.44309 -0.230 0.073 -0.235 0.003
F -0.43199 1.94077 1.05217 -0.083 1.369 0.932 -0.026
F -0.89395 4.06748 1.81671 0.041 0.001 0.032 -0.001
F -1.49550 2.26992 3.06849 -0.039 -0.078 0.110 0.000
F 0.65830 1.50471 3.01624 0.059 -0.018 0.111 0.000
F 0.22016 3.62425 3.79834 -0.098 -0.058 -0.064 0.000
F 1.25561 3.32815 1.77596 0.172 0.037 -0.043 0.000
C -0.37368 2.89292 -4.43680 0.065 -0.095 -0.033 -0.001
C 6.27878 0.65588 -2.32289 -0.051 -0.072 0.023 0.000
C 4.60582 5.99535 -0.47170 -0.017 -0.058 -0.001 0.000
C -2.11680 -0.50896 4.54852 0.034 0.097 0.044 0.000
C -1.39821 -5.09107 3.65260 0.026 -0.005 -0.011 0.000
C -1.00186 -2.78792 3.03144 0.017 0.088 0.017 0.000
C 0.72411 2.07164 -4.68046 -0.047 -0.021 0.076 -0.007
C -0.07892 -5.40022 3.34673 -0.022 0.019 0.008 0.000
C 3.86935 5.71098 -1.61336 -0.028 -0.057 0.020 0.000
C 4.86975 -1.30037 -2.32301 -0.125 -0.012 0.020 0.000
C 4.01202 3.84248 0.41896 -0.009 0.050 0.012 0.000
C 3.96815 0.81183 -1.61035 -0.184 -0.039 -0.072 0.000
C 6.09816 -0.70662 -2.54857 -0.012 0.041 -0.006 0.000
C -1.85078 -3.78986 3.49584 0.082 0.020 -0.046 0.000
C 5.20751 1.40177 -1.85004 -0.031 -0.050 -0.021 0.000
C 0.18382 2.90930 -2.09891 -0.057 0.002 -0.027 0.013
C 2.05336 -1.10435 3.94896 0.043 0.029 -0.067 0.000
C -0.51399 -2.81063 -3.56897 -0.008 0.040 0.019 -0.013
C 3.28221 3.53910 -0.72976 0.020 -0.108 0.135 -0.001
C 0.33636 -3.09318 2.74591 0.007 0.066 -0.019 0.000
C -4.97142 3.78162 -3.77046 -0.062 0.052 -0.055 0.026
C -3.46463 -2.71531 -2.58071 -0.046 0.029 0.205 0.006
C 3.12253 -2.67361 1.70976 0.097 -0.005 -0.014 0.000
C -1.94969 -5.32199 -2.66705 0.020 -0.155 0.003 0.000
C -0.64955 3.30444 -3.14196 0.065 -0.097 0.036 0.000
C 1.55494 1.67341 -3.63892 -0.046 0.096 -0.026 0.002
C 1.29979 2.10798 -2.34195 0.035 0.081 0.115 -0.009
C 3.21194 4.49044 -1.74085 0.088 0.063 -0.033 0.000
C 4.67625 5.05374 0.54829 -0.041 0.024 -0.054 0.000
C -4.03827 1.71131 -2.37108 0.047 -0.039 -0.492 0.106
C 0.78042 -4.40549 2.90350 -0.074 0.069 0.016 0.000
C 3.75820 -0.56612 -1.85789 0.080 0.049 -0.037 0.001
C -3.67944 1.45099 -3.73113 -0.166 0.178 0.512 0.103
C -3.47665 -1.37857 2.11748 0.009 -0.041 0.045 0.004
H -1.03014 3.18505 -5.24905 0.033 -0.022 0.022 0.004
H 3.46539 -3.26447 2.56062 0.049 -0.007 -0.022 0.000
H 2.88078 -0.39745 3.88428 -0.001 0.002 0.009 0.000
H 1.80502 -4.65842 2.66251 -0.002 -0.030 -0.001 0.000
H -2.73380 0.38840 4.53216 0.004 0.003 0.018 0.000
H -0.54612 -1.72062 -3.58996 0.004 -0.064 0.001 0.013
H -3.39059 -1.62615 -2.63894 -0.019 -0.210 0.023 -0.002
H 3.80142 6.44039 -2.41215 0.001 0.009 0.000 0.000
H 4.72927 -2.35943 -2.50734 0.019 0.007 -0.004 0.000
H 5.23294 5.26938 1.45261 0.004 0.004 -0.002 0.000
H 2.92906 -3.29809 0.83884 -0.014 -0.006 0.005 0.000
H -2.65872 -1.33846 5.00360 -0.008 0.011 0.039 0.000
H 3.88562 -1.94880 1.42496 0.053 -0.035 -0.002 0.000
H -1.21312 -0.29325 5.11672 -0.003 -0.006 0.005 0.000
H -3.41669 -2.03365 1.24866 0.001 0.013 -0.011 -0.001
H 1.21919 -0.60027 4.43423 -0.009 -0.002 -0.025 0.000
H 0.28083 -6.41789 3.44740 -0.008 -0.007 0.005 0.000
H -4.05660 -1.85648 2.90861 -0.020 -0.002 -0.012 0.000
H -2.27687 -5.43755 -3.70076 -0.004 -0.004 0.013 0.000
H 5.34736 2.46063 -1.66795 -0.042 0.006 0.018 0.000
H 6.92445 -1.31041 -2.91013 -0.002 -0.006 0.002 0.000
H -2.88672 -3.55780 3.71654 -0.005 -0.010 0.003 0.000
H 5.11388 6.94737 -0.37225 0.000 0.005 -0.002 0.000
H -3.96009 -0.44526 1.82936 -0.025 0.004 -0.002 0.001
H 0.48214 -3.12285 -3.25625 0.035 0.062 -0.078 0.001
H 4.04858 3.12639 1.23241 -0.021 -0.017 -0.009 0.000
H 2.34788 -1.98356 4.52295 0.021 0.013 0.025 0.000
H -0.77844 -3.22069 -4.54398 0.004 0.043 -0.019 0.001
H 2.64801 4.28326 -2.64246 -0.014 -0.013 0.009 0.000
H 2.40282 1.02639 -3.83045 0.006 -0.005 0.007 0.001
H -4.10139 -2.99456 -1.74240 -0.063 -0.030 -0.032 -0.002
H 7.23627 1.12908 -2.50485 0.008 -0.005 -0.006 0.000
H -2.07703 -5.86361 3.99535 0.009 -0.010 0.007 0.000
H -2.68664 -5.74272 -1.98573 0.000 -0.043 -0.007 0.000
H -1.51710 3.92120 -2.93841 -0.006 0.012 0.017 0.002
H -0.03678 3.23794 -1.08744 0.017 0.013 0.000 -0.001
H 0.92312 1.72126 -5.68668 -0.002 0.014 -0.006 -0.002
H -0.99270 -5.81620 -2.51393 0.000 -0.047 -0.007 0.000
H -3.84716 -3.12582 -3.51442 -0.048 0.067 -0.040 -0.004
```
Positions in Å, forces in eV/Å.

3.
C7H12 | ωB97M-V with the def2-TZVPD basis set

Computed properties:
Electronic energy, eV: -7450.100
Energy above the lowest of the compared OMol25 structures with the same formula, charge and spin, eV: 3.3311
LUMO energy, eV: 0.77
HOMO energy, eV: -8.22
Multiplicity: 1
HOMO-LUMO gap, eV: 8.9933

```
19
Properties=species:S:1:pos:R:3:forces:R:3:nbo_charge:R:1
C -1.09055 2.37440 1.31156 -4.082 -0.592 -2.820 -0.649
C -0.46586 1.13829 0.71013 1.895 -2.419 -0.423 -0.109
C 1.18502 -0.11612 -2.19449 -1.971 0.006 1.137 -0.426
C -0.19175 -1.91223 0.89558 1.862 -4.553 -4.677 -0.589
C 0.57615 -0.37789 -0.98378 0.461 0.592 -3.521 -0.008
C -0.48586 0.57297 -0.56812 0.952 3.617 3.223 -0.263
C 0.95423 -1.63615 -0.26762 -1.294 -0.794 0.813 -0.441
H -0.94607 1.27376 -1.29262 0.010 -1.119 -0.064 0.213
H -1.64840 2.18948 2.24239 0.533 -0.079 -0.159 0.227
H 1.09638 -2.50772 -1.03354 -0.603 1.424 1.455 0.226
H -0.43085 3.18604 1.41652 1.084 0.858 0.277 0.230
H -1.18677 -2.13823 0.35386 1.676 -0.208 0.998 0.211
H 1.05951 0.78651 -2.76505 -0.509 0.656 0.331 0.184
H 1.43875 -0.87000 -2.89290 1.390 -1.206 0.153 0.192
H 0.26598 0.54684 1.40862 -1.449 1.537 -0.981 0.179
H -1.98507 2.78272 0.55046 2.343 -0.993 1.782 0.200
H 1.98387 -1.47137 0.12592 -0.861 -0.254 0.282 0.222
H -0.37426 -1.12137 1.45076 -0.554 3.604 2.490 0.191
H 0.24554 -2.69994 1.53235 -0.882 -0.079 -0.298 0.208
```
Positions in Å, forces in eV/Å.